C58H88N2O24 | ωB97M-V/def2-TZVPD

Atoms and positions in Å:
1 O -10.45 9.06 -13.17
2 C -9.56 9.51 -12.47
3 O -8.69 8.81 -11.84
4 C -7.82 9.48 -10.95
5 C -8.15 10.97 -11.20
6 C -9.26 10.96 -12.22
7 H -6.79 9.28 -11.23
8 H -7.99 9.19 -9.92
9 H -7.25 11.42 -11.61
10 H -8.34 11.35 -10.20
11 H -8.99 11.42 -13.17
12 H -10.13 11.41 -11.73
13 O -16.85 2.39 -10.84
14 C -15.60 2.29 -10.82
15 O -14.83 3.36 -10.60
16 C -13.41 3.12 -10.75
17 C -13.41 1.75 -11.40
18 C -14.71 1.11 -11.02
19 H -12.94 2.96 -9.78
20 H -12.99 3.90 -11.39
21 H -12.62 1.23 -10.86
22 H -13.10 1.77 -12.45
23 H -14.50 0.52 -10.13
24 H -15.03 0.46 -11.83
25 O -14.92 8.24 -17.47
26 C -14.50 9.35 -17.14
27 O -13.39 9.51 -16.38
28 C -13.06 10.90 -16.33
29 C -14.36 11.61 -16.52
30 C -15.18 10.69 -17.48
31 H -12.40 11.07 -17.17
32 H -12.69 11.26 -15.37
33 H -14.23 12.64 -16.86
34 H -14.93 11.63 -15.59
35 H -15.09 10.95 -18.53
36 H -16.26 10.77 -17.33
37 O -17.69 7.00 -7.83
38 C -17.31 6.58 -8.91
39 O -16.20 7.00 -9.51
40 C -16.07 6.46 -10.84
41 C -17.47 5.93 -11.18
42 C -17.97 5.54 -9.80
43 H -15.31 5.68 -10.83
44 H -15.82 7.26 -11.53
45 H -17.41 5.08 -11.85
46 H -18.03 6.76 -11.61
47 H -17.55 4.58 -9.48
48 H -19.05 5.55 -9.67
49 O -8.30 11.67 -15.69
50 C -8.72 10.69 -16.30
51 O -9.58 10.76 -17.40
52 C -9.83 9.44 -17.86
53 C -8.76 8.57 -17.16
54 C -8.46 9.28 -15.90
55 H -9.74 9.35 -18.94
56 H -10.87 9.22 -17.61
57 H -7.89 8.40 -17.79
58 H -9.09 7.58 -16.85
59 H -7.43 9.06 -15.64
60 H -9.30 9.04 -15.24
61 O -10.11 1.79 -9.61
62 C -9.23 2.07 -10.41
63 O -9.49 3.03 -11.32
64 C -8.39 3.09 -12.20
65 C -7.22 2.67 -11.42
66 C -7.78 1.61 -10.54
67 H -8.34 4.12 -12.53
68 H -8.56 2.53 -13.12
69 H -6.84 3.53 -10.87
70 H -6.40 2.20 -11.97
71 H -7.32 1.60 -9.55
72 H -7.68 0.61 -10.97
73 O -8.15 5.26 -9.43
74 C -9.24 5.82 -9.23
75 O -9.36 6.77 -8.32
76 C -10.74 7.12 -8.18
77 C -11.34 6.96 -9.58
78 C -10.46 5.80 -10.06
79 H -10.85 8.17 -7.92
80 H -11.25 6.52 -7.43
81 H -11.22 7.90 -10.11
82 H -12.38 6.66 -9.50
83 H -10.16 5.85 -11.11
84 H -10.95 4.84 -9.91
85 O -19.08 3.31 -15.48
86 C -18.01 2.81 -15.19
87 O -16.86 3.50 -15.21
88 C -15.78 2.72 -14.70
89 C -16.27 1.27 -14.84
90 C -17.79 1.38 -14.69
91 H -15.46 3.09 -13.73
92 H -15.04 2.75 -15.51
93 H -15.87 0.50 -14.17
94 H -15.90 0.93 -15.81
95 H -18.20 1.23 -13.69
96 H -18.38 0.77 -15.37
97 O -17.83 10.08 -15.15
98 C -17.67 8.86 -15.25
99 O -18.09 8.15 -16.30
100 C -17.95 6.73 -16.06
101 C -17.54 6.58 -14.56
102 C -16.96 7.97 -14.27
103 H -17.26 6.33 -16.80
104 H -18.88 6.20 -16.28
105 H -16.80 5.79 -14.42
106 H -18.43 6.28 -14.00
107 H -15.89 8.09 -14.46
108 H -17.23 8.23 -13.25
109 O -14.17 5.30 -13.08
110 C -13.16 5.67 -13.64
111 O -11.94 5.07 -13.36
112 C -10.84 5.60 -14.15
113 C -11.60 6.15 -15.32
114 C -12.90 6.63 -14.77
115 H -10.09 4.89 -14.48
116 H -10.35 6.29 -13.46
117 H -11.70 5.38 -16.09
118 H -11.06 7.01 -15.71
119 H -13.72 6.74 -15.48
120 H -12.82 7.56 -14.21
121 O -9.12 6.22 -19.24
122 C -9.46 5.09 -18.86
123 O -9.47 4.80 -17.54
124 C -9.85 3.42 -17.34
125 C -10.35 2.82 -18.74
126 C -10.01 3.95 -19.70
127 H -10.67 3.25 -16.65
128 H -9.03 2.78 -17.02
129 H -11.41 2.57 -18.66
130 H -9.85 1.87 -18.94
131 H -10.88 4.31 -20.24
132 H -9.29 3.62 -20.44
133 N -11.62 0.18 -16.16
134 C -11.03 0.04 -14.92
135 C -11.37 1.21 -14.20
136 C -12.12 2.00 -15.02
137 C -12.36 1.33 -16.23
138 H -11.57 -0.46 -16.93
139 H -10.48 -0.81 -14.53
140 H -11.04 1.49 -13.21
141 H -12.47 2.98 -14.71
142 H -12.87 1.56 -17.15
143 N -14.00 5.74 -18.12
144 C -14.98 4.84 -17.71
145 C -14.94 3.74 -18.49
146 C -13.87 3.83 -19.38
147 C -13.45 5.17 -19.24
148 H -14.00 6.73 -17.93
149 H -15.60 5.15 -16.88
150 H -15.61 2.90 -18.34
151 H -13.53 3.08 -20.08
152 H -12.80 5.80 -19.83
153 C -4.56 6.60 -13.96
154 C -5.76 5.75 -13.73
155 O -5.71 4.71 -13.11
156 C -7.07 6.38 -14.15
157 H -4.44 6.69 -15.04
158 H -3.69 6.17 -13.48
159 H -4.71 7.58 -13.50
160 H -7.18 6.25 -15.22
161 H -7.26 7.41 -13.87
162 H -7.84 5.78 -13.66
163 C -15.24 11.86 -12.51
164 C -14.73 10.49 -12.26
165 O -15.43 9.57 -11.94
166 C -13.31 10.29 -12.63
167 H -16.13 11.91 -13.14
168 H -14.52 12.47 -13.06
169 H -15.46 12.38 -11.58
170 H -12.77 11.09 -12.12
171 H -13.07 10.38 -13.69
172 H -13.01 9.28 -12.35

Results
Total charge: -1
Energy (Eh): -4178.15419
HOMO level (spin up / spin down) (Eh): 0.01196 / -0.24895
Multiplicity: 2
<S²>: 0.750

Löwdin atomic charge list, values in e, 6 entries: O 0.0637; C -0.5239; O 0.0379; C -0.1828; C -0.1915; C -0.0844